DFT (the ωB97M-V functional and the def2-TZVPD basis) results for a molecular structure, H6O6Y.

Last column: Löwdin charge in e.
CARTESIAN COORDINATES (ANGSTROEM)
Y 0.07 -0.11 -0.03  1.26
O -1.20 -1.18 -1.60  -0.56
H -1.24 -1.98 -2.16  -0.15
O 2.10 -1.00 -0.15  -0.55
H 3.07 -1.09 -0.21  -0.13
O -0.11 -1.45 1.75  -0.57
H -0.90 -1.60 2.31  -0.13
O 1.29 1.13 1.51  -0.57
H 1.63 1.99 1.80  -0.16
O -2.03 0.89 0.08  -0.57
H -2.62 1.09 0.83  -0.15
O -0.21 1.25 -1.84  -0.56
H 0.14 2.05 -2.28  -0.15

Values from the calculation:
**Charge**: -3
**Orbital gap**: 5.33 eV
**LUMO level**: 9.28 eV

=====

DFT (the ωB97M-V functional and the def2-TZVPD basis) results for 2 unconnected molecules or ions with the total composition C2H8N3.

Last column: Löwdin charge in e.
CARTESIAN COORDINATES (ANGSTROEM)
C -1.02 -0.61 -0.44  -0.12
C 0.34 -0.05 -0.49  -0.32
N -0.64 0.47 0.39  0.15
N 0.17 -0.73 2.75  0.12
N 0.71 0.89 -1.61  0.25
H -1.77 -0.38 -1.19  0.13
H -1.14 -1.60 -0.01  0.13
H 1.19 -0.60 -0.11  0.15
H -0.76 -0.88 3.13  -0.01
H 0.54 0.13 3.17  -0.01
H 0.77 0.40 -2.51  0.18
H 1.61 1.35 -1.42  0.18
H -0.01 1.62 -1.66  0.18

Values from the calculation:
**Charge**: +1
**Orbital gap (alpha / beta)**: 10.43 / 8.84 eV
**ΔE to the lowest compared entry with this formula, charge and spin**: 6.313 eV
**LUMO level (alpha / beta)**: -3.92 / -5.68 eV

=====

DFT (the ωB97M-V functional and the def2-TZVPD basis) results for a molecular structure, C5H22B4FO5Tl.

Last column: Löwdin charge in e.
CARTESIAN COORDINATES (ANGSTROEM)
Tl -0.83 2.02 -0.55  0.91
B -0.98 3.54 -5.23  -0.35
H -1.79 3.05 -4.72  -0.09
H -0.88 4.55 -4.85  -0.07
H -0.06 3.05 -4.95  -0.08
H -1.23 3.73 -6.26  -0.08
B -0.09 6.34 1.56  -0.31
H -1.10 6.30 1.19  -0.06
H 0.18 5.45 2.10  -0.06
H 0.58 6.48 0.72  -0.06
H -0.13 7.19 2.23  -0.06
B 3.50 1.95 2.39  -0.29
H 4.02 2.89 2.37  -0.07
H 4.05 1.31 3.07  -0.07
H 2.52 2.10 2.81  -0.04
H 3.31 1.55 1.41  -0.07
B -4.60 -0.91 -1.33  -0.38
H -4.92 0.05 -1.68  -0.09
H -4.33 -0.78 -0.30  -0.08
H -5.41 -1.62 -1.27  -0.09
H -3.78 -1.27 -1.94  -0.10
C -2.76 -0.39 7.01  -0.02
C -2.04 0.65 6.13  -0.72
O -1.49 1.59 6.71  0.06
O -1.99 0.53 4.88  0.07
H -2.93 0.06 7.99  0.06
H -2.15 -1.26 7.23  0.07
H -3.74 -0.69 6.63  0.07
C 2.41 -6.55 -3.81  -0.01
C 3.76 -6.17 -3.01  -0.28
O 3.51 -4.90 -2.50  0.11
C 2.44 -4.34 -3.14  -0.46
O 1.99 -3.21 -2.83  0.13
O 1.98 -5.18 -4.12  0.04
F 4.74 -6.25 -3.97  0.05
H 1.59 -6.88 -3.18  0.13
H 2.65 -7.20 -4.65  0.13
H 3.99 -6.76 -2.13  0.16

Values from the calculation:
**Charge**: -2
**Orbital gap**: 1.59 eV
**LUMO level**: -2.29 eV

=====

DFT (the ωB97M-V functional and the def2-TZVPD basis) results for 7 unconnected molecules or ions with the total composition C38H28Br2O12.

Last column: Löwdin charge in e.
CARTESIAN COORDINATES (ANGSTROEM)
Br -0.19 -1.46 1.60  0.74
C -0.31 0.04 0.38  -0.68
C -0.88 1.24 1.09  -0.68
Br -0.53 2.84 0.09  0.76
H -0.74 -0.28 -0.57  0.06
H 0.72 0.30 0.11  0.01
H -0.35 1.42 2.02  0.04
H -1.96 1.16 1.24  0.06
C -2.12 -3.86 -1.01  0.03
C -2.18 -5.20 -0.66  0.03
C -2.84 -6.23 -1.48  -0.39
O -2.70 -7.41 -1.24  0.11
C -3.54 -5.69 -2.68  0.01
C -3.54 -4.40 -3.00  0.01
C -2.82 -3.32 -2.26  -0.36
O -2.85 -2.13 -2.50  0.09
H -1.68 -3.13 -0.36  0.05
H -1.52 -5.49 0.15  0.12
H -3.75 -6.46 -3.40  0.12
H -4.00 -4.16 -3.95  0.11
C -4.77 4.70 0.72  0.04
C -4.08 3.93 1.58  0.00
C -4.74 3.27 2.71  -0.41
O -4.14 2.75 3.61  0.13
C -6.20 3.42 2.69  0.03
C -6.89 4.26 1.89  0.01
C -6.28 4.91 0.72  -0.35
O -6.85 5.69 -0.05  0.09
H -4.17 5.27 0.03  0.11
H -3.02 3.74 1.50  0.07
H -6.76 2.90 3.46  0.12
H -7.93 4.44 2.10  0.11
C -0.19 1.64 -4.30  0.03
C -0.30 2.54 -5.30  0.01
C 0.17 3.90 -5.26  -0.38
O 0.18 4.70 -6.17  0.11
C 0.81 4.14 -3.88  0.04
C 0.89 3.24 -2.89  -0.04
C 0.56 1.80 -3.07  -0.36
O 0.92 0.89 -2.27  0.06
H -0.69 0.68 -4.32  0.12
H -0.79 2.11 -6.16  0.12
H 1.32 5.06 -3.63  0.11
H 1.30 3.52 -1.93  0.07
C 4.64 1.82 -0.55  -0.02
C 3.59 1.78 0.34  -0.05
C 3.31 0.67 1.23  -0.54
O 2.49 0.63 2.11  -0.04
C 4.34 -0.36 1.01  -0.03
C 5.40 -0.30 0.14  -0.07
C 5.75 0.85 -0.62  -0.49
O 6.86 0.95 -1.22  -0.05
H 4.77 2.67 -1.21  0.09
H 2.85 2.54 0.53  0.08
H 4.20 -1.24 1.63  0.09
H 6.16 -1.04 -0.05  0.10
C 2.18 0.57 6.83  0.02
C 2.41 -0.76 6.91  0.03
C 1.84 -1.75 5.92  -0.39
O 2.09 -2.92 5.90  0.12
C 0.83 -1.08 5.06  0.02
C 0.53 0.29 5.07  0.02
C 1.32 1.21 5.81  -0.42
O 1.17 2.40 5.62  0.12
H 2.65 1.23 7.55  0.11
H 3.14 -1.08 7.64  0.11
H 0.14 -1.71 4.51  0.07
H -0.41 0.51 4.60  0.12
C 2.32 -4.19 -3.35  0.01
C 3.19 -3.19 -3.57  0.03
C 3.29 -2.05 -2.67  -0.39
O 4.20 -1.27 -2.83  0.14
C 2.20 -1.93 -1.70  0.05
C 1.31 -2.95 -1.53  0.02
C 1.34 -4.20 -2.28  -0.38
O 0.68 -5.16 -1.86  0.08
H 2.16 -5.00 -4.05  0.11
H 3.80 -3.32 -4.45  0.12
H 2.17 -1.06 -1.07  0.10
H 0.55 -2.84 -0.76  0.05

Values from the calculation:
**Charge**: -1
**2S+1**: 2
**Orbital gap (alpha / beta)**: 2.55 / 4.77 eV
**LUMO level (alpha / beta)**: -0.44 / -0.44 eV

=====

DFT (the ωB97M-V functional and the def2-TZVPD basis) results for a molecular structure, C13H8N4OS4SbTa.

Last column: Löwdin charge in e.
CARTESIAN COORDINATES (ANGSTROEM)
Ta 0.98 0.81 -0.43  1.12
S 2.83 2.44 0.25  0.03
Sb 2.69 2.93 -2.10  0.56
S 2.03 0.64 -2.54  0.02
S 0.59 3.31 -1.03  0.09
S -3.33 -0.28 -1.70  1.10
C -3.40 1.34 -1.16  -0.37
C -2.18 1.80 -0.77  -0.24
C -1.13 0.84 -0.91  -0.38
C -1.65 -0.34 -1.40  -0.53
C -0.81 -1.50 -1.59  -0.28
C -1.20 -2.71 -2.16  0.01
C -0.27 -3.73 -2.27  -0.01
C 1.02 -3.53 -1.81  -0.02
C 1.34 -2.31 -1.25  -0.15
N 0.45 -1.32 -1.15  -0.11
H -4.34 1.88 -1.16  0.08
H -2.04 2.81 -0.40  0.07
H -2.21 -2.83 -2.51  0.12
H -0.56 -4.67 -2.71  0.13
H 1.77 -4.31 -1.87  0.12
H 2.34 -2.11 -0.88  0.10
N -0.38 2.24 3.48  0.24
C 0.30 1.46 2.65  -0.44
O 0.09 1.54 1.39  -0.25
C 1.26 0.52 3.16  -0.16
C 1.78 -0.17 2.09  -0.13
N 1.98 -0.50 0.99  0.04
C 1.56 0.35 4.53  -0.19
N 1.75 0.30 5.66  0.18
H -1.04 2.90 3.11  0.14
H -0.24 2.18 4.48  0.13

Values from the calculation:
**Charge**: +1
**2S+1**: 2
**Orbital gap (alpha / beta)**: 7.05 / 6.45 eV
**ΔE to the lowest compared entry with this formula, charge and spin**: 0.000 eV
**LUMO level (alpha / beta)**: -4.67 / -5.27 eV

=====

Record order is preserved below.
DFT total energy: -493.18229, -244.83560, -950.94274, -7515.50413, -2684.37874 hartree